[1]
ORCA calculation (the ωB97M-V functional and the def2-TZVPD basis) on an isolated molecule of C16H18N2OS3 in a non-equilibrium geometry.

Its LUMO energy is 0.1 eV. The molar mass is 350.53 g/mol. For the total energy, the calculation gives -1999.7914 Ha. As for the SMILES: Cc1ccc(/C=N/CCN2C(=O)CS[C@@H]2c2ccc(C)s2)s1. As for the energy above the lowest of the compared OMol25 structures with the same formula, charge and spin: 0.00 kJ/mol. The gap between HOMO and LUMO comes out at 0.30897 Ha. The largest force on an atom comes out at 2.98 eV/Å. The spin multiplicity is 1. As for the total charge: 0.

Structure (XYZ):
```
40
Properties=species:S:1:pos:R:3:forces:R:3:lowdin_charge:R:1
C -5.315010 -2.091254 -1.745892 0.281 0.277 -0.774 -0.1122
C -4.719863 -1.328395 -0.626551 0.512 -0.487 1.485 -0.5758
C -5.190896 -1.328522 0.672650 0.377 0.097 -0.361 -0.1238
C -4.357445 -0.565526 1.552288 0.380 -0.020 -1.835 -0.1152
C -3.254446 -0.012228 0.924593 -0.527 -0.551 -0.040 -0.4956
C -2.283389 0.853958 1.576271 2.113 0.898 -1.898 -0.1720
N -1.306068 1.469504 0.957220 -1.519 -1.059 1.403 0.0328
C -0.397681 2.247445 1.832764 -0.332 -0.672 -0.005 -0.2004
C 1.062136 2.143111 1.396772 -0.253 0.187 -1.109 -0.1299
N 1.524547 0.757312 1.418060 0.531 -1.947 0.798 -0.0707
C 2.364528 0.229909 2.392296 0.021 2.763 0.922 -0.4817
O 2.829932 0.976152 3.265541 -0.349 -1.676 -0.965 0.0331
C 2.607873 -1.269465 2.274073 0.581 -0.504 -0.019 -0.3866
S 1.454603 -1.923884 1.058333 -0.472 0.831 -0.035 0.9192
C 1.172258 -0.218391 0.384561 0.686 0.493 -0.673 -0.5409
C 2.024244 -0.006462 -0.837122 -0.365 0.002 0.437 -0.5507
C 1.548018 -0.137587 -2.099120 1.648 0.298 -0.021 -0.0946
C 2.646340 0.019318 -3.031135 -0.181 -0.450 -0.103 -0.1353
C 3.868793 0.253080 -2.472706 -0.306 0.048 -0.071 -0.5751
C 5.189886 0.422255 -3.184024 -0.778 0.168 -0.162 -0.0987
S 3.742063 0.331038 -0.737291 -0.893 -0.158 -0.550 1.0732
S -3.163281 -0.520943 -0.759933 -1.176 0.317 0.931 1.0502
H -6.295426 -2.457343 -1.494823 -0.439 0.022 0.226 0.0733
H -4.730211 -2.969504 -2.027053 0.173 0.162 -0.063 0.0829
H -5.406516 -1.419826 -2.606463 -0.050 -0.349 -0.116 0.0803
H -6.076959 -1.907320 1.008053 0.656 0.659 -0.414 0.1225
H -4.619661 -0.405268 2.559594 -0.013 0.252 1.093 0.0957
H -2.388023 0.932789 2.642410 -0.137 0.056 0.702 0.1133
H -0.459032 1.872427 2.870077 -0.134 0.395 -0.157 0.1183
H -0.719634 3.286333 1.752443 0.121 0.125 0.241 0.1170
H 1.133748 2.540995 0.361105 0.050 -0.458 0.367 0.1332
H 1.696741 2.810281 1.995575 -0.075 -0.675 0.123 0.1290
H 3.648280 -1.552656 1.994122 -0.575 0.707 0.194 0.0910
H 2.407809 -1.758840 3.226312 0.014 0.284 0.110 0.0798
H 0.141037 -0.120005 0.056418 -0.122 -0.065 0.290 0.0801
H 0.505844 -0.357154 -2.303158 0.213 0.061 -0.203 0.1143
H 2.551653 -0.159370 -4.090472 -0.073 0.227 -0.200 0.1030
H 5.054671 0.275387 -4.257381 -0.121 0.085 0.061 0.0785
H 5.618299 1.412442 -3.033520 0.023 -0.002 0.084 0.0752
H 5.890238 -0.323791 -2.864890 0.509 -0.341 0.309 0.0633
```
Positions in Å, forces in eV/Å.


[2]
ORCA calculation (the ωB97M-V functional and the def2-TZVPD basis) on a 4-piece molecular cluster, C4H10O overall.

Its LUMO energy is 1.2 eV. The molar mass is 74.12 g/mol. For the total energy, the calculation gives -233.4961 Ha. As for the energy above the lowest of the compared OMol25 structures with the same formula, charge and spin: 390.87 kJ/mol. The gap between HOMO and LUMO comes out at 0.38380 Ha. The largest force on an atom comes out at 0.24 eV/Å. The spin multiplicity is 1. As for the total charge: 0.

Structure (XYZ):
```
15
Properties=species:S:1:pos:R:3:forces:R:3:lowdin_charge:R:1
C 2.051963 0.538386 0.404026 -0.011 0.032 0.031 -0.0774
C 1.123627 -0.371877 -0.388260 -0.089 0.038 -0.006 -0.4554
O 0.453225 -1.254689 0.219419 0.071 0.160 -0.163 -0.1288
C -1.615160 -0.925782 0.435621 -0.005 0.127 -0.054 -0.0547
C -1.976014 0.243726 -0.196484 -0.005 -0.100 0.102 -0.1550
H 2.421702 1.377953 -0.194307 -0.080 -0.148 0.062 0.0726
H 2.909599 -0.055769 0.738671 -0.098 0.086 -0.025 0.0765
H 1.537550 0.921046 1.291034 0.067 -0.065 -0.131 0.0793
H 0.200285 0.647796 -0.869529 0.148 -0.004 0.013 0.1034
H 1.450098 -0.595364 -1.423412 -0.059 0.048 0.162 0.1202
H -1.448115 -0.952469 1.505325 -0.045 0.004 -0.164 0.0843
H -1.723070 -1.883262 -0.058198 -0.011 0.160 0.086 0.0840
H -2.192421 1.130068 0.398489 0.036 -0.147 -0.105 0.0758
H -2.452875 0.195545 -1.174361 0.087 0.032 0.165 0.0763
H -0.680009 0.708708 -0.676883 -0.007 -0.223 0.026 0.0987
```
Positions in Å, forces in eV/Å.


[3]
ORCA calculation (the ωB97M-V functional and the def2-TZVPD basis) on a 3-piece molecular cluster, C4H14N2O2 overall in a non-equilibrium geometry.

Its LUMO energy is -3.3 eV. The molar mass is 122.17 g/mol. For the total energy, the calculation gives -420.5028 Ha. As for the energy above the lowest of the compared OMol25 structures with the same formula, charge and spin: 793.69 kJ/mol. The gap between HOMO and LUMO comes out at 0.16470 Ha. The largest force on an atom comes out at 7.26 eV/Å. The spin multiplicity is 1. As for the total charge: 0.

Structure (XYZ):
```
22
Properties=species:S:1:pos:R:3:forces:R:3:lowdin_charge:R:1
C -0.463064 -1.374834 -0.879518 6.089 0.679 -3.899 -0.1598
C 0.564060 -1.065272 0.192385 0.717 1.225 2.291 -0.1277
C -0.061036 -0.949647 1.642825 0.904 2.372 -0.307 -0.2504
N 0.528868 0.045752 2.558607 0.701 0.437 -0.401 -0.0279
N -0.243449 -0.562446 -2.083294 -0.059 -2.598 1.437 -0.0310
C -0.088391 0.843514 -1.864506 2.355 3.455 -3.196 -0.4391
O 1.205672 1.269304 -1.444736 -2.131 -1.085 -0.768 -0.3137
H -1.439520 -0.956889 -0.524036 -4.131 1.703 1.660 0.0393
H -0.605443 -2.431665 -1.066831 -0.471 -0.135 -0.236 0.1384
H 1.132551 -0.103854 -0.074043 -1.161 -1.100 0.096 0.1104
H 1.382408 -1.855203 0.145738 -1.357 0.354 0.016 0.1554
H 0.006534 -1.855452 2.159036 -0.711 -1.664 0.535 0.0832
H -1.052334 -0.525610 1.469950 -0.962 -0.787 -0.267 0.0828
H 0.583824 0.959353 2.051394 -0.188 -0.739 0.814 0.0305
H 0.027943 0.144421 3.466380 0.421 -0.322 -1.301 0.0817
H 0.616665 -0.903011 -2.575529 -1.275 0.056 0.159 0.1676
H -0.818119 1.339553 -1.268085 -1.314 -0.549 1.340 0.0809
H -0.446728 1.341523 -2.940440 1.269 -1.101 1.972 0.1436
H -2.200746 -0.505625 -0.376036 1.286 -0.631 0.159 0.3418
H 0.218240 3.102758 0.759610 0.130 -0.080 -0.099 0.0457
H 0.792791 1.890620 -0.103696 0.543 -0.016 -1.000 -0.0368
O 0.359273 2.152710 0.754825 -0.654 0.526 0.994 -0.1152
```
Positions in Å, forces in eV/Å.


[4]
ORCA calculation (the ωB97M-V functional and the def2-TZVPD basis) on C33H42BF4LiO13 as an isolated structure in a non-equilibrium geometry.

Its LUMO energy is -1.4 eV. The molar mass is 740.43 g/mol. For the total energy, the calculation gives -2692.5293 Ha. As for the energy above the lowest of the compared OMol25 structures with the same formula, charge and spin: 162.30 kJ/mol. The gap between HOMO and LUMO comes out at 0.21178 Ha. The largest force on an atom comes out at 13.88 eV/Å. The spin multiplicity is 1. As for the total charge: 0.

Structure (XYZ):
```
94
Properties=species:S:1:pos:R:3:forces:R:3:lowdin_charge:R:1
Li 3.973957 -0.807883 -0.199862 -0.855 0.614 -0.134 0.8357
B 1.046957 -0.407883 -0.108862 -1.980 2.837 -2.299 -1.2059
F 2.031957 -1.017883 0.595138 1.343 -0.774 0.774 0.1577
F 0.794957 0.977117 0.370138 -0.322 -1.462 0.960 0.0473
F 1.456957 -0.092883 -1.407862 0.833 -0.763 -0.530 0.1166
F -0.145043 -1.114883 -0.264862 0.810 -0.119 0.798 0.1475
C 4.740957 0.969117 -2.561862 0.094 4.012 -1.479 -0.1370
O 4.025957 0.738117 -1.418862 -0.738 -1.872 1.767 -0.1659
H 5.382957 0.185117 -2.726862 1.077 -2.097 -0.923 0.0579
H 5.402957 1.821117 -2.340862 0.132 -0.051 -0.323 0.0967
H 4.132957 1.333117 -3.447862 0.435 -1.088 0.918 0.1261
H 3.645957 1.547117 -1.110862 -0.671 0.850 0.487 0.0743
C 0.023957 0.063117 4.940138 -1.217 -0.628 1.107 -0.1487
O -0.425043 -0.508883 3.724138 -0.644 -1.517 0.973 -0.1061
H 0.005957 -0.618883 5.880138 -1.538 0.523 -1.746 0.1111
H -0.457043 1.033117 5.143138 0.330 -0.361 0.104 0.0795
H 1.051957 0.067117 4.964138 2.784 1.217 -0.608 0.0313
H -0.304043 0.017117 2.940138 0.312 0.668 0.195 0.0391
C -0.032043 3.090117 -2.870862 6.177 0.239 -2.151 -0.1132
O 0.341957 1.779117 -3.057862 -3.691 4.122 -11.036 -0.0104
H -0.164043 3.672117 -3.736862 -0.982 -0.134 -1.596 0.0819
H 0.807957 3.644117 -2.463862 0.502 0.262 0.647 0.0752
H -0.716043 3.112117 -2.218862 -5.899 0.809 4.635 0.0193
H 0.629957 1.362117 -2.406862 3.912 -5.301 9.439 -0.0917
C 4.506957 3.526117 1.052138 -10.794 6.577 -5.485 0.0251
C 4.758957 4.725117 0.360138 -0.692 -2.042 -0.008 0.0303
C 3.724957 5.417117 -0.354862 4.124 -1.098 2.311 -0.4093
C 2.462957 5.073117 -0.190862 -6.317 -1.229 0.075 -0.0468
C 2.067957 3.854117 0.463138 6.105 0.775 1.281 0.0224
C 3.113957 3.108117 1.170138 -0.911 1.104 -2.434 -0.2351
O 2.829957 1.921117 1.785138 5.205 1.504 1.043 0.0574
O 4.160957 6.463117 -1.028862 0.659 1.398 -0.898 0.0819
H 5.149957 3.072117 1.484138 8.164 -5.699 5.385 0.0008
H 5.812957 4.972117 0.310138 -0.209 0.632 -0.327 0.1154
H 1.502957 5.712117 -0.557862 2.714 -1.310 0.460 0.1717
H 1.103957 3.557117 0.550138 -2.826 -0.731 0.197 0.0526
H 1.996957 1.610117 1.673138 -4.269 -0.987 -0.901 0.0019
H 3.378957 6.841117 -1.394862 -0.678 1.026 -0.806 0.0924
C 1.890957 -6.668883 2.302138 -0.366 0.947 2.191 0.0042
C 1.957957 -5.988883 1.131138 -3.865 3.151 2.626 -0.0208
C 1.204957 -4.809883 0.961138 1.426 -0.149 1.564 -0.2647
C 0.634957 -4.137883 2.075138 0.427 -1.105 -4.582 -0.0041
C 0.611957 -4.825883 3.203138 0.145 -1.616 4.608 -0.0497
C 1.189957 -6.089883 3.423138 0.915 0.273 -3.436 -0.3055
O 1.113957 -6.751883 4.570138 -0.229 -0.485 1.550 0.0638
O 1.247957 -4.243883 -0.266862 -11.395 -7.477 -0.036 0.1203
H 2.552957 -7.498883 2.259138 -0.053 -1.120 1.098 0.1045
H 2.426957 -6.430883 0.387138 2.176 -1.621 -3.729 0.0691
H 0.065957 -3.268883 1.865138 -0.223 0.969 0.264 0.1140
H 0.230957 -4.359883 4.116138 -0.335 -0.001 -0.241 0.1233
H 0.547957 -6.294883 5.218138 0.316 -0.130 -0.495 0.1223
H 1.887957 -3.759883 -0.345862 10.936 8.422 -1.449 -0.0585
C 0.156957 -1.551883 -4.462862 -0.208 -1.832 3.232 -0.0008
C -0.217043 -2.702883 -3.602862 1.336 2.061 -3.923 0.0275
C -0.158043 -3.902883 -4.309862 -1.825 -1.237 5.613 -0.2994
C 0.411957 -4.135883 -5.505862 -0.183 -0.021 -2.098 -0.0643
C 0.725957 -3.072883 -6.314862 0.963 2.796 -1.898 0.0004
C 0.606957 -1.729883 -5.752862 -0.824 -0.510 0.374 -0.3327
O 0.814957 -0.598883 -6.485862 0.769 1.409 -1.614 -0.0087
O -0.693043 -5.029883 -3.592862 1.752 -0.472 -4.261 0.0232
H 0.197957 -0.562883 -3.974862 -0.205 -0.412 -0.580 0.0952
H -0.479043 -2.611883 -2.552862 -0.107 -0.016 -0.295 0.0957
H 0.419957 -5.137883 -5.896862 0.085 -0.231 0.015 0.1214
H 1.056957 -3.178883 -7.444862 -0.629 0.143 2.656 0.1522
H 0.735957 0.347117 -6.132862 -0.126 -2.757 0.281 0.1491
H -0.965043 -4.813883 -2.748862 -0.726 1.101 2.668 0.0372
C -1.837043 3.582117 4.099138 -0.016 -3.006 -3.147 0.0069
C -3.046043 3.755117 4.728138 -0.556 -1.100 -1.197 -0.0353
C -4.146043 2.983117 4.358138 0.749 -1.584 -0.091 -0.3203
C -3.976043 1.994117 3.384138 -2.955 0.391 -1.537 -0.0304
C -2.868043 1.929117 2.587138 1.781 -0.751 -2.194 -0.0221
C -1.726043 2.644117 2.973138 -2.955 1.198 2.490 -0.3424
O -0.603043 2.511117 2.297138 2.245 0.373 -0.435 0.0423
O -5.368043 2.969117 4.980138 0.167 0.528 -0.015 0.0413
H -0.921043 3.998117 4.376138 1.044 1.165 0.607 0.0918
H -3.164043 4.515117 5.418138 -0.115 1.356 1.631 0.0884
H -4.930043 1.524117 2.974138 1.338 0.319 0.970 0.1350
H -2.800043 1.343117 1.525138 -0.434 1.094 2.939 0.1670
H -0.622043 1.728117 1.744138 -0.084 -0.107 -0.461 0.0667
H -5.344043 3.613117 5.689138 -0.162 0.146 0.227 0.0967
C -5.710043 0.088117 -0.484862 -1.361 0.568 -2.802 -0.0189
C -4.754043 -0.424883 0.354138 1.502 -0.173 -2.207 -0.0640
C -3.545043 -0.865883 -0.201862 1.645 -1.977 0.551 -0.2972
C -3.254043 -1.011883 -1.578862 -3.575 1.463 0.008 -0.0050
C -4.308043 -0.706883 -2.476862 -2.127 2.348 6.034 0.0403
C -5.547043 -0.018883 -1.957862 5.452 -3.485 4.153 -0.3126
O -6.457043 0.343117 -2.785862 -2.132 1.252 -2.274 0.0789
O -2.559043 -1.413883 0.660138 0.855 1.682 -1.609 -0.0422
H -6.628043 0.594117 -0.020862 1.214 -0.887 -0.996 0.1288
H -4.937043 -0.507883 1.378138 0.066 0.071 1.526 0.0932
H -2.317043 -1.226883 -2.050862 0.524 -0.478 0.477 0.0877
H -4.035043 -0.666883 -3.430862 0.312 -0.031 -4.184 0.0507
H -6.908043 1.049117 -2.335862 -0.968 0.533 -0.147 0.1074
H -1.697043 -1.200883 0.144138 -1.874 -0.894 1.708 0.0740
```
Positions in Å, forces in eV/Å.